[1]
66
Properties=species:S:1:pos:R:3:forces:R:3:mulliken_charge:R:1 method="wB97M-V/def2-TZVPD" orbital_gap_ev="7.37 / 7.38" energy_ev=-75338.390 e_homo_ev="-7.3 / -7.3" molar_mass_g_mol=615.69 multiplicity=4 s2=3.754
H 2.647229 0.938455 2.051369 -0.577 0.192 -0.683 0.390
C 3.823453 -0.917171 0.540747 -1.023 0.181 -0.752 0.666
H 2.327860 1.732436 -2.162960 -0.174 0.202 0.486 0.297
C 4.096978 -2.257768 2.479705 -0.075 0.050 0.358 -0.902
H 5.610740 -0.228107 -0.446693 -0.065 -0.076 0.031 0.380
H 1.947958 3.278945 2.660124 -0.342 -0.181 0.168 0.359
C -0.450127 0.466260 -2.855990 -0.548 1.475 2.160 0.651
H -0.793029 -3.611162 2.287573 -0.282 0.139 0.013 0.316
C -5.641016 2.719498 2.575881 0.223 -0.295 -0.274 -0.563
H 3.639493 -2.835117 3.265237 0.073 -0.109 0.316 0.442
H 2.919728 3.005381 -0.987736 -0.134 -0.209 -0.684 0.507
O 2.163396 -1.334127 -1.213215 0.622 1.412 1.698 -0.635
N -3.414540 0.817838 0.338180 1.320 -0.463 -0.891 -0.168
C -0.499605 0.099912 -5.241282 -0.062 0.087 -0.115 -0.929
H -2.485145 2.024904 -4.717985 0.036 -0.167 0.406 0.332
C 5.481950 -2.190662 2.346779 -0.231 0.038 -0.197 -0.551
H -0.959856 2.760274 -5.044635 0.282 -0.087 0.244 0.335
Cl -0.050548 -0.484873 2.687801 0.163 0.194 -0.073 -0.549
H -0.016219 -0.839122 -4.951012 -0.167 0.255 -0.046 0.277
C -4.526463 2.358427 1.809150 -0.314 0.081 0.198 -0.308
H -2.897072 1.598584 -0.068658 -0.399 -0.513 0.182 0.005
H 0.069370 -0.507455 -2.797012 -0.148 0.400 -0.153 -0.076
C 6.008390 -1.441763 1.291596 0.465 -0.108 0.610 -0.598
C -0.431056 -2.324877 -0.518872 -0.451 1.686 0.305 -0.286
C 2.484253 3.108167 1.732157 0.164 0.652 0.317 -1.680
C -1.491549 2.183214 -4.282321 0.024 -0.064 -0.111 -0.950
H 3.606823 0.101314 -1.365813 -0.847 -0.259 1.060 0.232
H -5.472728 -0.783958 0.868431 -0.112 0.310 0.126 0.308
H 0.158660 0.647103 -5.922465 0.105 0.038 0.261 0.334
H 6.123176 -2.723753 3.060419 -0.210 0.306 -0.442 0.372
H 0.075767 -2.414611 -1.507117 0.026 0.166 0.778 0.558
H -3.341149 -0.095532 -0.123737 -0.114 0.903 0.355 0.028
H 7.080980 -1.371657 1.205006 0.188 0.031 -0.118 0.392
C 3.257800 -1.588064 1.607334 0.343 -0.445 -0.105 0.226
C 2.964531 -0.509192 -0.616580 -0.057 -0.071 -2.916 0.015
H -7.602435 2.129711 3.286146 0.301 -0.156 -0.187 0.352
H 1.579897 -3.770919 -0.606784 -0.020 -0.087 0.185 0.340
H 1.402190 -4.303187 1.091657 0.145 0.096 -0.035 0.322
C 0.909171 -4.230861 0.122453 -0.568 -0.074 -0.246 -0.990
C -4.474818 1.113726 1.147825 -0.881 0.327 0.641 0.886
O -0.663767 1.135874 -1.779077 0.316 -1.259 -2.671 -0.596
H -2.153772 -3.153921 1.204933 0.346 -0.058 0.060 0.255
H -7.466866 -0.115016 2.207323 0.159 0.113 -0.018 0.330
H -3.670399 3.032021 1.732325 -0.279 -0.180 -0.053 0.259
C 2.410782 1.688301 1.268106 1.243 1.100 -0.772 -0.389
H 0.617221 -5.240495 -0.184363 0.064 0.062 -0.041 0.344
H -1.544016 2.747074 -3.348227 -0.058 -0.200 -0.206 0.266
O -1.084597 -1.272523 -0.225064 0.741 -1.976 -0.840 -0.422
N -0.272140 -3.380434 0.280956 -0.313 -0.133 -0.525 0.306
H -1.404787 -0.105755 -5.817636 -0.059 -0.126 0.235 0.332
H 3.494193 3.419321 1.978645 0.513 -0.151 -0.037 0.385
N -0.815679 0.899971 -4.055273 0.241 -0.293 -0.243 0.244
C 5.192509 -0.786324 0.384254 -0.011 -0.372 0.441 -0.680
C -6.641620 0.586651 2.094685 0.216 -0.031 0.028 -0.453
Cl -1.005694 3.295510 0.967413 -0.024 0.436 -0.034 -0.550
H 2.177261 -1.631085 1.705544 0.101 -0.077 0.031 0.352
C -6.720091 1.841477 2.710268 0.165 -0.157 -0.189 -0.533
C 2.124743 2.270912 -1.221633 -0.113 1.622 0.861 -1.598
H -1.483778 -4.820705 1.206899 0.031 0.147 -0.213 0.349
C 2.140502 1.358796 -0.017422 4.023 -1.258 0.331 1.139
C -1.244662 -3.755574 1.301504 0.426 0.317 0.470 -0.928
Nd 0.049517 0.994622 0.473819 -4.632 -2.535 0.653 0.965
H 1.221168 2.933846 -1.324209 0.470 -0.755 -0.039 0.306
H 2.104653 3.841439 1.020607 -0.082 -0.198 -0.120 0.350
H -5.666069 3.693207 3.073604 0.069 -0.334 -0.199 0.350
C -5.527050 0.202600 1.337314 -0.233 0.438 0.221 -0.516



[2]
9
Properties=species:S:1:pos:R:3:forces:R:3:mulliken_charge:R:1 method="wB97M-V/def2-TZVPD" orbital_gap_ev=7.25 energy_ev=-16434.774 e_homo_ev=-7.8 molar_mass_g_mol=102.03 e_above_lowest_ev=3.673 multiplicity=1
H -0.056914 1.071685 -0.565198 -0.767 1.075 -0.203 0.134
O -2.310520 1.113727 0.018923 3.602 -1.384 -0.136 -0.455
N 0.599451 -1.063221 0.294566 -0.326 -0.521 1.738 -0.496
N 1.436521 -0.306573 -0.317562 0.247 -1.668 0.385 0.024
H 2.310129 -0.769429 -0.146986 0.903 0.352 -0.808 0.277
C -1.269534 0.494637 0.087770 -3.667 1.399 0.010 0.394
H -1.292402 -1.022483 1.242977 -0.424 -1.579 1.119 0.363
C -0.625206 -0.612688 0.553475 0.030 1.367 -1.550 -0.101
P 1.208476 1.094345 -1.167965 0.403 0.959 -0.556 -0.142



[3]
23
Properties=species:S:1:pos:R:3:forces:R:3:mulliken_charge:R:1 method="wB97M-V/def2-TZVPD" orbital_gap_ev="8.25 / 7.03" energy_ev=-12254.554 e_homo_ev="-8.4 / -7.3" molar_mass_g_mol=154.02 e_above_lowest_ev=4.034 multiplicity=1
C 0.651919 0.574500 3.621842 -0.771 -1.202 -0.042 -0.528
H -1.303411 0.081864 -1.728871 -0.215 -0.927 -0.676 0.147
H 1.982898 -2.521517 -2.408708 0.479 0.366 0.625 0.418
B 1.047026 1.523467 0.025255 0.196 0.064 -0.892 0.144
C 0.229629 -2.069823 -3.617883 0.440 -0.403 -0.919 -0.090
H 2.345010 1.194417 2.408708 -2.449 -0.681 -0.151 0.157
C -0.956805 1.052953 1.463807 -4.911 -0.368 -0.405 -0.190
H 1.344525 0.346607 4.382306 0.457 -0.170 1.119 0.375
C -0.544930 -0.263789 -2.465581 0.561 2.078 2.346 -0.004
C 1.164599 -1.829006 -2.486193 -0.337 -1.434 -0.973 -0.703
C -1.548962 0.581680 2.655981 2.678 -0.087 0.327 -0.547
H 1.597398 2.480551 -0.470785 -0.161 -0.626 0.135 -0.010
H -1.559431 -0.984810 -4.353772 1.158 -0.467 1.104 0.280
C 0.358345 1.290362 1.343897 2.354 -0.666 -0.653 0.635
C 1.189868 0.955390 2.432219 2.404 1.929 -0.145 -0.389
C -0.743786 -1.152857 -3.581252 -2.230 -0.183 -2.664 -0.632
H -1.717939 1.183901 0.603938 1.610 -0.021 1.217 0.104
H -1.158280 -0.156431 4.616857 0.055 -0.111 0.574 0.386
C 0.638852 -0.843740 -1.786234 0.622 1.213 1.376 -0.095
C -0.715384 0.269851 3.743806 -0.174 1.087 -1.448 -0.405
H -0.135001 0.732881 -2.707561 -0.116 -0.099 -0.776 0.189
H 0.405824 -2.823671 -4.435870 -0.307 0.845 1.100 0.335
H -2.571963 0.377218 2.744094 -1.344 -0.137 -0.180 0.424



[4]
104
Properties=species:S:1:pos:R:3:forces:R:3:mulliken_charge:R:1 method="wB97M-V/def2-TZVPD" orbital_gap_ev=5.71 energy_ev=-106299.146 total_charge=+1 e_homo_ev=-11.3 molar_mass_g_mol=898.53 multiplicity=1
O -4.777775 0.646740 -2.625315 -0.239 -0.155 0.822 -0.174
C -1.231684 0.261931 3.082700 -2.134 0.008 3.829 0.225
H 0.589145 -0.140963 -7.169208 -0.035 -0.012 0.081 0.271
O 2.966143 7.419742 5.097264 -0.171 0.728 -0.601 -0.508
H 4.697452 -5.946885 -3.213817 0.096 0.094 -0.174 -0.137
C -5.631278 0.522716 -3.756482 0.136 -0.022 -1.012 -0.352
P -2.254132 -3.478882 -1.031053 -0.610 -2.252 -1.073 0.197
C 1.773449 -0.758954 3.325371 -0.707 -2.755 2.103 -0.826
H 1.030669 9.748964 2.727333 0.066 -0.012 0.044 0.279
C -3.978837 -1.386237 2.230590 -0.181 0.277 0.143 -0.524
C 3.936066 -1.994077 0.904411 -0.789 0.426 -0.391 -0.828
C 2.733708 8.429135 4.496610 0.223 -0.818 0.814 0.654
H -3.440383 -2.102204 2.953381 -0.756 0.942 -1.296 0.371
O 8.297987 -4.792617 -5.116499 -0.728 -0.503 0.586 -0.514
O -2.829805 -0.230480 -5.410606 0.865 0.034 0.044 -0.507
H 2.358573 0.189271 3.087699 -1.496 -1.102 0.393 0.395
O 1.622661 -5.733782 0.338802 -0.872 5.079 -1.031 -0.621
O -3.757185 -3.823777 -0.223622 2.367 0.428 -0.232 -0.481
N 0.391476 -3.312022 0.361595 -1.297 4.022 2.604 0.455
C 0.799082 -1.456609 2.245046 -1.370 -0.486 -1.512 -0.266
H 0.467861 1.826222 1.583385 -1.399 0.336 -0.285 -0.083
H 3.532773 11.037159 3.922410 -0.054 -0.055 0.002 0.260
C -0.986838 -2.781852 0.228586 -1.375 3.350 1.721 0.448
C -2.588314 -2.162519 -2.393243 0.392 1.410 1.075 -0.730
C 1.796390 -1.392997 4.610896 -0.093 1.513 -2.057 -0.725
H -0.313333 4.758465 -0.096021 0.336 -1.169 1.338 0.259
B 2.852518 -3.009075 1.606142 1.690 -1.183 0.354 1.025
C 2.151589 4.158619 3.172224 -0.776 -0.087 -0.763 -0.193
C -1.552764 -1.609472 1.078039 2.564 -0.495 1.050 0.096
H 0.767264 0.279363 -4.146055 -0.033 -0.006 -0.041 0.142
H 1.053283 1.458936 -5.445886 -0.224 0.015 0.072 0.305
C 2.117384 9.803283 2.839471 -0.360 0.310 -0.789 -0.335
H -5.625940 -2.866225 2.486036 0.186 1.451 -1.176 0.402
O -1.096007 3.268918 1.133015 2.524 -1.537 0.234 -0.323
C -1.638596 -0.128793 -5.494495 -0.956 -0.029 -0.024 0.638
H 1.827492 11.410758 4.260087 0.073 -0.161 0.159 0.306
C -5.442365 -1.927031 1.834732 -0.135 0.014 0.980 -0.298
F 3.702282 -4.509539 -1.205633 -3.558 1.096 -1.418 -0.157
H 3.386680 -1.321930 0.140180 0.912 -0.959 1.227 0.226
F 2.214341 -4.525861 -3.009316 0.878 0.819 4.160 -0.183
C 7.517186 -5.405819 -4.449861 1.001 0.608 -0.705 0.644
H -5.502494 -2.230444 0.735035 0.095 0.454 1.635 0.133
H -7.572393 -1.304904 2.454633 1.563 0.720 -0.656 0.329
C 1.673685 5.281800 2.090962 0.848 -0.283 1.114 0.108
O 0.112620 -5.378416 -1.442931 1.246 3.883 1.558 -0.528
H -5.392615 1.276343 -4.507561 0.184 -0.101 0.182 0.356
C -5.520121 0.341036 -1.529356 0.000 0.070 0.429 0.371
H 6.670997 -7.743392 -2.554274 0.191 0.110 -0.072 0.305
H 1.918093 6.327084 2.515961 -0.998 -1.688 -0.627 -0.217
H 2.550982 10.178357 1.911242 0.023 -0.222 0.070 0.297
S 1.025311 -4.634076 -0.533910 -0.092 -9.819 -0.644 0.967
C 2.532046 10.609435 4.033010 0.069 0.864 0.102 -0.356
H -3.605948 -4.750099 0.099919 -0.380 1.084 -0.456 0.341
H -5.495115 -0.470018 -4.194431 0.030 0.085 0.025 0.241
O 2.613391 8.505820 3.141974 0.137 -0.019 0.489 -0.307
O -6.838600 0.235667 -1.837280 0.813 -0.069 0.387 -0.310
O -1.254856 1.634905 2.771936 0.741 -3.462 -1.118 -0.312
H 5.307147 -7.103925 -4.418623 0.037 0.038 0.047 0.287
C 6.692415 -6.681987 -2.805755 0.032 -0.472 0.693 -0.307
H 1.601808 -2.512779 4.760130 -0.393 1.960 -0.390 0.205
C 2.450821 -4.096551 -1.676169 1.372 2.390 -2.224 0.724
H -4.141611 -0.417000 2.840430 0.457 -1.559 -1.066 0.260
O 0.256303 5.067876 1.883346 1.228 -0.864 -1.488 -0.326
H -7.299180 1.760177 -3.136961 0.039 -0.075 0.045 0.293
H 1.249964 -1.239034 -5.936998 -0.223 -0.062 -0.052 0.286
H 1.955422 -0.786495 5.574880 0.542 -1.053 -1.773 0.290
H -2.910458 0.131021 0.995985 -0.084 -1.835 -0.349 0.336
H 4.381089 -1.291733 1.688623 -0.344 -1.094 -1.034 0.333
H 1.136011 3.091737 4.546069 0.069 1.068 -0.468 0.295
C -0.646409 -0.901889 2.174294 1.616 -2.936 -3.139 0.604
H 3.101634 4.494337 3.705684 -1.183 -0.575 -0.746 0.384
C -3.040679 -1.018909 0.945045 0.997 0.447 0.642 -0.159
O -0.930036 0.958228 -5.084787 -0.370 -0.478 -0.189 -0.303
H 6.683585 -6.097678 -1.880571 0.000 -0.007 -0.053 0.257
H 2.264613 5.213914 1.103526 -0.778 -0.112 1.456 0.313
H -2.120373 -1.187578 -2.011212 -0.926 -1.078 -0.714 0.237
H -7.759981 0.137298 -3.697674 0.035 -0.014 0.250 0.289
C 0.470099 -0.505002 -6.144920 0.724 -0.311 -0.484 -0.316
O 7.863632 -6.359629 -3.541484 -0.256 0.341 -0.380 -0.315
O -5.066905 0.183295 -0.427366 -0.414 0.276 -1.002 -0.392
H -2.042516 -2.418933 -3.368963 -1.028 -0.106 1.557 0.441
O 3.299144 -4.128147 2.368150 -1.998 2.228 -1.233 -0.678
O -0.820727 -1.085661 -6.010762 -0.439 0.371 0.384 -0.315
H -6.284170 -0.177110 3.110155 -0.209 -1.139 -1.358 0.308
C 0.023159 4.117787 0.808193 -0.679 2.112 -0.861 -0.377
H 0.965494 3.568746 0.469619 -1.177 0.385 0.858 0.387
H -3.538108 -1.225439 -0.054430 0.848 -0.018 1.561 -0.332
H 4.745867 -2.542728 0.317368 -0.920 0.694 1.091 0.266
H 2.266752 3.161095 2.604477 0.359 1.363 0.730 0.084
C -6.996594 0.709613 -3.168992 -0.742 0.258 -0.499 -0.399
O 2.557022 9.646091 5.077552 0.017 -0.616 -0.318 -0.314
C 1.263525 -2.640021 1.329471 -1.780 1.554 1.495 -0.068
O 6.165525 -5.240033 -4.499848 0.401 -0.003 0.125 -0.308
C -0.664163 1.927405 1.474929 -0.272 1.099 -1.023 0.556
C 5.587855 -6.292379 -3.741037 -0.782 -0.237 -0.067 0.076
O -1.764094 -0.094825 4.168444 2.431 0.970 -4.465 -0.523
H -1.066081 1.256318 0.621336 0.550 0.686 1.633 0.018
H -6.673231 -0.095819 1.304308 0.032 -1.185 1.450 0.170
H 2.550930 -4.663404 2.717328 0.739 0.288 -0.403 0.320
H -3.715360 -2.006733 -2.526239 1.704 -0.336 0.116 0.161
F 2.370307 -2.664238 -1.721167 0.587 -3.194 0.115 -0.234
C -6.560151 -0.818519 2.192170 -0.196 0.084 -0.097 -1.069
O 1.031831 3.962299 4.098383 1.301 -0.481 -0.323 -0.503
C 0.445715 0.606188 -5.139755 0.648 0.463 0.280 -0.191



[5]
10
Properties=species:S:1:pos:R:3:forces:R:3:mulliken_charge:R:1 method="wB97M-V/def2-TZVPD" orbital_gap_ev="4.66 / 4.67" energy_ev=-18586.948 e_homo_ev="-7.2 / -7.2" molar_mass_g_mol=118.03 e_above_lowest_ev=3.932 multiplicity=1
O -0.125462 -0.811825 -0.024144 1.008 -0.866 1.279 -0.375
H -1.988391 -1.259285 -0.709320 0.053 1.343 1.063 0.177
O 3.690355 -1.114309 0.087915 0.153 1.364 -0.256 -0.262
H -1.785776 1.811652 -0.015287 -0.129 -0.164 -0.041 0.314
C 0.150834 0.560555 -0.097987 -3.520 -1.481 -0.046 0.603
C -1.269346 0.870420 -0.120614 3.202 1.063 -0.079 -0.648
C -1.560013 -0.578690 0.113708 0.494 -0.026 -3.095 -0.188
O 1.371366 0.960268 -0.124085 1.646 0.378 -0.214 -0.687
P 3.572444 0.317602 -0.148877 -3.154 -0.965 0.331 0.839
H -2.056007 -0.756385 1.038695 0.247 -0.645 1.057 0.227



[6]
16
Properties=species:S:1:pos:R:3:forces:R:3:mulliken_charge:R:1 method="wB97M-V/def2-TZVPD" orbital_gap_ev=10.99 energy_ev=-19361.814 e_homo_ev=-10.6 molar_mass_g_mol=221.37 e_above_lowest_ev=0.189 multiplicity=1
H 8.415790 -0.515180 -6.097990 0.063 0.260 0.170 0.316
Xe 8.855030 -4.903870 -7.964470 0.056 0.007 0.001 0.001
H 4.544980 -4.892870 -8.842640 -0.293 0.069 -0.006 0.287
O 6.624450 -5.556390 -11.872210 0.274 -0.155 -0.260 -0.629
O 8.368020 -1.339740 -6.581790 0.106 -0.184 0.082 -0.684
O 12.658770 -5.103270 -7.704060 -0.147 0.160 0.054 -0.605
H 10.700820 -0.523970 -8.517370 0.208 0.016 0.011 0.296
H 9.349450 -1.103750 -8.157470 -0.281 -0.184 0.451 0.374
O 9.880220 -0.828360 -8.904910 0.208 0.196 -0.606 -0.640
H 13.538610 -5.112310 -7.327180 0.222 0.039 0.112 0.297
O 5.485930 -4.951020 -9.008370 0.149 0.108 -0.193 -0.633
H 5.785000 -5.708410 -12.306310 -0.172 -0.008 -0.125 0.300
H 7.446040 -1.421900 -6.825550 -0.308 -0.126 -0.116 0.336
H 12.596650 -5.926620 -8.188290 -0.074 -0.199 -0.159 0.311
H 6.409190 -5.517600 -10.940340 -0.132 0.290 0.341 0.333
H 5.706560 -5.863530 -8.821630 0.120 -0.290 0.243 0.340